1) Entry from the Open Molecules 2025 dataset: the molecule CH5FOP2 (ωB97M-V/def2-TZVPD).

Bonds (Å) are listed after each position.
CARTESIAN COORDINATES (ANGSTROEM)
1 C -1.785 -0.051 -0.091  O2 1.389, H6 1.096, H7 1.227, H8 1.120
2 O -0.472 -0.491 0.012  C1 1.389, P4 1.694
3 F 3.526 0.273 0.220  P5 1.666
4 P 0.618 0.777 0.288  O2 1.694, P5 2.130, H9 1.438
5 P 2.168 -0.617 -0.154  F3 1.666, P4 2.130, H10 1.391
6 H -1.894 0.925 -0.578  C1 1.096
7 H -2.410 -0.084 0.964  C1 1.227
8 H -2.323 -0.793 -0.734  C1 1.120
9 H 0.271 1.363 -0.977  P4 1.438
10 H 2.301 -1.302 1.049  P5 1.391

SMILES	CO[PH]#[PH]F
highest occupied orbital energy	-8.7	eV
frontier orbital gap	0.320	hartree
lowest unoccupied orbital energy	0.0	eV
total charge	0

---

2) Entry from the Open Molecules 2025 dataset: a cluster of 2 separate species, CH5FOP2 in total (ωB97M-V/def2-TZVPD).

Bonds (Å) are listed after each position.
CARTESIAN COORDINATES (ANGSTROEM)
1 C -1.642 0.926 -0.246  O2 1.416, H6 1.089, H7 1.091, H8 1.090
2 O -0.572 0.004 -0.351  C1 1.416, P5 1.600
3 F 2.007 1.532 -0.172  no bonds
4 P 1.708 -1.618 -0.300  P5 2.149, H9 1.412, H10 1.400
5 P 0.611 -0.079 0.722  O2 1.600, P4 2.149
6 H -2.528 0.430 -0.642  C1 1.089
7 H -1.412 1.804 -0.850  C1 1.091
8 H -1.816 1.241 0.782  C1 1.090
9 H 0.960 -2.620 0.356  P4 1.412
10 H 2.686 -1.618 0.702  P4 1.400

highest occupied orbital energy	-9.8	eV
frontier orbital gap	0.335	hartree
lowest unoccupied orbital energy	-0.7	eV
total charge	0

---

3) Entry from the Open Molecules 2025 dataset: the molecule CH5FOP2 (ωB97M-V/def2-TZVPD).

Bonds (Å) are listed after each position.
CARTESIAN COORDINATES (ANGSTROEM)
1 C 1.911 0.106 0.082  O2 1.455, H6 1.072, H7 1.151, H8 1.197
2 O 0.508 0.446 0.272  C1 1.455, P4 1.993
3 F -3.634 -0.051 0.074  P5 1.654
4 P -0.788 -1.019 -0.113  O2 1.993, P5 2.205, H9 1.335
5 P -2.178 0.690 -0.186  F3 1.654, P4 2.205, H10 1.529
6 H 2.338 0.318 1.042  C1 1.072
7 H 2.253 0.855 -0.722  C1 1.151
8 H 2.041 -1.004 -0.348  C1 1.197
9 H -0.532 -1.175 -1.414  P4 1.335
10 H -1.918 0.833 1.314  P5 1.529

SMILES	CO[PH]#[PH]F
highest occupied orbital energy	-9.3	eV
frontier orbital gap	0.324	hartree
lowest unoccupied orbital energy	-0.4	eV
total charge	0

---

Most stable to least stable: 1), 2), 3)

---

1) Entry from the Open Molecules 2025 dataset: a cluster of 2 separate species, C5H15N3O in total (ωB97M-V/def2-TZVPD).

Bonds (Å) are listed after each position.
CARTESIAN COORDINATES (ANGSTROEM)
1 C -1.275 0.553 -0.117  C2 1.520, C3 1.506, N4 1.453, H5 1.173
2 C -2.481 -0.330 -0.393  C1 1.520, H8 1.089, H10 1.089, H11 1.087
3 C -1.107 0.898 1.340  C1 1.506, H9 1.125, H12 1.087, H13 1.083
4 N -1.339 1.761 -0.920  C1 1.453, H6 1.015, H7 1.014
5 H -0.312 -0.067 -0.372  C1 1.173
6 H -0.527 2.344 -0.745  N4 1.015
7 H -1.344 1.529 -1.908  N4 1.014
8 H -3.400 0.199 -0.143  C2 1.089
9 H -0.020 1.146 1.491  C3 1.125
10 H -2.521 -0.605 -1.446  C2 1.089
11 H -2.426 -1.239 0.202  C2 1.087
12 H -1.284 0.044 1.989  C3 1.087
13 H -1.766 1.706 1.632  C3 1.083
14 C 1.446 -0.815 -0.265  N15 1.408, N16 1.412, C17 1.357
15 N 0.918 -2.101 -0.490  C14 1.408, H20 1.011, H21 1.011
16 N 1.835 -0.098 -1.417  C14 1.412, H22 1.012, H23 1.012
17 C 1.824 -0.429 0.980  C14 1.357, O18 1.399, H24 1.081
18 O 2.660 0.681 1.141  C17 1.399, H19 0.962
19 H 2.510 1.051 2.016  O18 0.962
20 H 1.116 -2.503 -1.396  N15 1.011
21 H 1.112 -2.758 0.254  N15 1.011
22 H 2.316 0.761 -1.184  N16 1.012
23 H 2.364 -0.646 -2.084  N16 1.012
24 H 1.701 -1.081 1.834  C17 1.081

SMILES	NC(N)=CO.CC(C)N
highest occupied orbital energy	-7.3	eV
frontier orbital gap	0.295	hartree
lowest unoccupied orbital energy	0.7	eV
total charge	0

---

2) Entry from the Open Molecules 2025 dataset: a cluster of 2 separate species, C5H15N3O in total (ωB97M-V/def2-TZVPD).

Bonds (Å) are listed after each position.
CARTESIAN COORDINATES (ANGSTROEM)
1 C 0.492 -1.277 0.736  C2 1.515, N5 1.476, H7 1.104
2 C -0.241 -2.485 0.193  C1 1.515, H12 1.092, H13 1.097, H14 1.099
3 C -0.369 0.155 -1.013  N4 1.395, O6 1.212, N17 1.585
4 N 0.834 0.262 -1.712  C3 1.395, H8 1.016, H9 1.011
5 N 1.948 -1.498 0.641  C1 1.476, H10 1.013, H11 1.013
6 O -1.420 -0.201 -1.500  C3 1.212
7 H 0.262 -1.203 1.813  C1 1.104
8 H 1.642 -0.051 -1.183  N4 1.016
9 H 0.761 -0.237 -2.589  N4 1.011
10 H 2.518 -0.682 0.828  N5 1.013
11 H 2.235 -1.925 -0.231  N5 1.013
12 H -1.321 -2.363 0.297  C2 1.092
13 H -0.053 -2.610 -0.881  C2 1.097
14 H 0.051 -3.420 0.691  C2 1.099
15 C -1.747 1.199 0.798  N17 1.475, H19 1.088, H21 1.089, H22 1.088
16 C 0.115 2.548 -0.102  N17 1.480, H20 1.090, H23 1.086, H24 1.091
17 N -0.404 1.193 0.185  C3 1.585, C15 1.475, C16 1.480, H18 1.127
18 H 0.181 0.381 0.703  N17 1.127
19 H -2.483 1.568 0.087  C15 1.088
20 H 0.135 3.124 0.824  C16 1.090
21 H -1.723 1.827 1.688  C15 1.089
22 H -2.003 0.177 1.070  C15 1.088
23 H 1.116 2.469 -0.515  C16 1.086
24 H -0.526 3.050 -0.828  C16 1.091

highest occupied orbital energy	-6.3	eV
frontier orbital gap	0.258	hartree
lowest unoccupied orbital energy	0.7	eV
total charge	0

---

3) Entry from the Open Molecules 2025 dataset: a cluster of 2 separate species, C5H15N3O in total (ωB97M-V/def2-TZVPD).

Bonds (Å) are listed after each position.
CARTESIAN COORDINATES (ANGSTROEM)
1 C -1.029 1.224 0.473  C3 1.508, H6 1.081, H7 1.080
2 C -0.354 -1.311 1.478  N4 1.463, H8 1.093, H9 1.091, H10 1.092
3 C -2.469 0.945 0.124  C1 1.508, H11 1.097, H12 1.093, H13 1.092
4 N -0.422 -0.731 0.137  C2 1.463, H5 1.023, C14 1.528
5 H -0.997 -1.334 -0.457  N4 1.023
6 H -0.563 1.969 -0.158  C1 1.081
7 H -0.829 1.389 1.521  C1 1.080
8 H 0.063 -2.321 1.468  C2 1.093
9 H -1.356 -1.348 1.908  C2 1.091
10 H 0.277 -0.660 2.087  C2 1.092
11 H -3.053 1.858 0.297  C3 1.097
12 H -2.592 0.681 -0.929  C3 1.093
13 H -2.916 0.156 0.734  C3 1.092
14 C 0.925 -0.449 -0.525  N4 1.528, N15 1.477, N16 1.440, C17 1.517
15 N 1.751 -1.663 -0.366  C14 1.477, H20 1.014, H21 1.015
16 N 0.746 -0.253 -1.940  C14 1.440, H22 1.012, H23 1.010
17 C 1.421 0.812 0.158  C14 1.517, O18 1.420, H24 1.091
18 O 1.491 1.971 -0.659  C17 1.420, H19 0.967
19 H 2.324 1.998 -1.150  O18 0.967
20 H 2.547 -1.554 -0.984  N15 1.014
21 H 2.121 -1.710 0.578  N15 1.015
22 H 0.213 -0.990 -2.385  N16 1.012
23 H 0.366 0.661 -2.143  N16 1.010
24 H 2.335 0.664 0.735  C17 1.091

highest occupied orbital energy (alpha / beta)	-5.7 / -6.3	eV
frontier orbital gap (alpha / beta)	0.243 / 0.266	hartree
lowest unoccupied orbital energy (alpha / beta)	0.9 / 0.9	eV
total charge	0

---

Most stable to least stable: 1), 2), 3)

---

1) Entry from the Open Molecules 2025 dataset: the ion CH4ClN2O with charge +1 (ωB97M-V/def2-TZVPD).

Bonds (Å) are listed after each position.
CARTESIAN COORDINATES (ANGSTROEM)
1 C 0.380 0.149 -0.032  N2 1.277, N3 1.323, Cl5 1.768
2 N 0.662 1.175 -0.738  C1 1.277, H6 1.099, H7 1.044
3 N -0.801 -0.433 0.094  C1 1.323, O4 1.372, H8 0.986
4 O -0.879 -1.287 1.164  N3 1.372, H9 0.953
5 Cl 1.655 -0.935 0.540  C1 1.768
6 H 0.163 2.093 -1.078  N2 1.099
7 H 1.700 1.252 -0.812  N2 1.044
8 H -1.637 0.087 0.029  N3 0.986
9 H -1.244 -2.102 0.833  O4 0.953

SMILES	N/C(Cl)=[NH+]/O
highest occupied orbital energy	-16.0	eV
frontier orbital gap	0.423	hartree
lowest unoccupied orbital energy	-4.5	eV
total charge	+1

---

2) Entry from the Open Molecules 2025 dataset: the ion CH4ClN2O with charge +1 (ωB97M-V/def2-TZVPD).

Bonds (Å) are listed after each position.
CARTESIAN COORDINATES (ANGSTROEM)
1 C -0.602 0.398 -0.523  N2 1.645, N3 1.297, Cl5 1.643
2 N 0.430 -0.882 -0.581  C1 1.645, O4 1.353, H6 1.095
3 N -0.847 0.810 0.681  C1 1.297, H7 1.100, H8 1.029
4 O 1.066 -0.850 0.613  N2 1.353, H9 0.996
5 Cl -1.346 0.953 -1.879  C1 1.643
6 H 1.025 -0.743 -1.490  N2 1.095
7 H -0.074 0.317 1.289  N3 1.100
8 H -1.282 1.647 1.093  N3 1.029
9 H 1.631 -1.649 0.799  O4 0.996

SMILES	[NH2+]=C(Cl)NO
highest occupied orbital energy	-15.0	eV
frontier orbital gap	0.368	hartree
lowest unoccupied orbital energy	-5.0	eV
total charge	+1

---

Most stable to least stable: 1), 2)

---

1) Entry from the Open Molecules 2025 dataset: the ion CH4ClN2O with charge +1 (ωB97M-V/def2-TZVPD).

Bonds (Å) are listed after each position.
CARTESIAN COORDINATES (ANGSTROEM)
1 C -0.264 0.845 -0.570  N2 1.339, N3 1.368, Cl5 1.766
2 N 0.747 0.011 -0.838  C1 1.339, O4 1.466, H6 1.098
3 N -1.009 0.944 0.573  C1 1.368, H7 1.065, H8 1.046
4 O 1.096 -1.083 0.075  N2 1.466, H9 0.902
5 Cl -0.571 2.043 -1.831  C1 1.766
6 H 1.444 0.132 -1.678  N2 1.098
7 H -1.258 0.107 1.182  N3 1.065
8 H -1.676 1.748 0.638  N3 1.046
9 H 1.708 -1.612 -0.323  O4 0.902

SMILES	[NH2+]=C(Cl)NO
highest occupied orbital energy	-15.7	eV
frontier orbital gap	0.409	hartree
lowest unoccupied orbital energy	-4.6	eV
total charge	+1

---

2) Entry from the Open Molecules 2025 dataset: the ion CH4ClN2O with charge +1 (ωB97M-V/def2-TZVPD).

Bonds (Å) are listed after each position.
CARTESIAN COORDINATES (ANGSTROEM)
1 C -0.773 -0.861 0.004  N3 1.456, H6 1.043, H7 1.060, H8 1.026
2 N 1.038 0.769 0.229  N3 1.419, Cl5 1.779, H9 1.024
3 N -0.324 0.521 -0.084  C1 1.456, N2 1.419, O4 1.184
4 O -1.039 1.457 -0.211  N3 1.184
5 Cl 2.318 -0.426 -0.084  N2 1.779
6 H -1.711 -0.790 -0.447  C1 1.043
7 H -0.882 -1.106 1.029  C1 1.060
8 H 0.027 -1.291 -0.474  C1 1.026
9 H 1.347 1.727 0.039  N2 1.024

SMILES	C[N+](=O)NCl
highest occupied orbital energy	-16.4	eV
frontier orbital gap	0.345	hartree
lowest unoccupied orbital energy	-7.0	eV
total charge	+1

---

Most stable to least stable: 1), 2)

---

1) Entry from the Open Molecules 2025 dataset: the molecule C11H16N2 (ωB97M-V/def2-TZVPD).

Bonds (Å) are listed after each position.
CARTESIAN COORDINATES (ANGSTROEM)
1 C 2.736 -0.964 -0.362  C2 1.384, N13 1.321, H14 1.070
2 C 1.392 -0.771 -0.094  C1 1.384, C3 1.401, C6 1.479
3 C 1.267 0.603 0.150  C2 1.401, C7 1.493, N12 1.337
4 C -0.281 -1.393 1.526  C5 1.591, C6 1.514, H15 1.194, H16 1.089
5 C -0.423 0.155 1.862  C4 1.591, C7 1.576, H17 1.158, H18 1.065
6 C 0.044 -1.364 0.048  C2 1.479, C4 1.514, C8 1.565, H19 1.185
7 C -0.172 0.843 0.466  C3 1.493, C5 1.576, C8 1.590, C9 1.558
8 C -0.862 -0.213 -0.502  C6 1.565, C7 1.590, C10 1.544, C11 1.544
9 C -0.590 2.337 0.325  C7 1.558, H20 1.043, H21 1.107, H22 1.169
10 C -0.551 0.012 -1.998  C8 1.544, H23 1.020, H24 1.082, H25 1.063
11 C -2.391 -0.424 -0.532  C8 1.544, H26 1.031, H27 1.134, H28 1.055
12 N 2.444 1.229 0.045  C3 1.337, N13 1.415
13 N 3.363 0.192 -0.241  C1 1.321, N12 1.415, H29 0.951
14 H 3.310 -1.780 -0.749  C1 1.070
15 H 0.511 -1.977 2.202  C4 1.194
16 H -1.188 -1.909 1.836  C4 1.089
17 H -1.524 0.311 2.187  C5 1.158
18 H 0.351 0.377 2.559  C5 1.065
19 H -0.083 -2.315 -0.648  C6 1.185
20 H -1.627 2.446 0.354  C9 1.043
21 H -0.178 2.617 -0.663  C9 1.107
22 H -0.073 2.949 1.177  C9 1.169
23 H -0.824 0.928 -2.354  C10 1.020
24 H -0.914 -0.718 -2.708  C10 1.082
25 H 0.486 -0.160 -2.156  C10 1.063
26 H -2.803 0.458 -0.874  C11 1.031
27 H -3.001 -0.630 0.402  C11 1.134
28 H -2.704 -1.198 -1.177  C11 1.055
29 H 4.285 0.359 -0.080  N13 0.951

SMILES	CC1(C)[C@@H]2CC[C@@]1(C)c1n[nH]cc12
highest occupied orbital energy	-8.6	eV
frontier orbital gap	0.351	hartree
lowest unoccupied orbital energy	0.9	eV
total charge	0

---

2) Entry from the Open Molecules 2025 dataset: the molecule C11H16N2 (ωB97M-V/def2-TZVPD).

Bonds (Å) are listed after each position.
CARTESIAN COORDINATES (ANGSTROEM)
1 C -0.558 0.149 0.527  C2 1.437, C3 1.535, C4 1.526, C11 1.443
2 C -0.538 -0.341 1.878  C1 1.437, C5 1.432
3 C 0.345 -0.635 -0.436  C1 1.535, C6 1.560, C11 1.487, N13 1.457
4 C -1.937 0.467 -0.042  C1 1.526, C7 1.554, H14 1.094, H15 1.003
5 C 0.603 -0.151 2.721  C2 1.432, C8 1.540, H16 1.063, H17 1.107
6 C -0.236 -1.004 -1.835  C3 1.560, C9 1.536, H18 1.089, H19 1.176
7 C -2.075 0.858 -1.540  C4 1.554, C9 1.547, H20 1.080, H21 1.048
8 C 1.467 1.073 2.365  C5 1.540, C10 1.615, H22 1.054, H23 1.124
9 C -1.146 0.052 -2.478  C6 1.536, C7 1.547, H24 1.065, H25 1.084
10 C 1.839 0.941 0.799  C8 1.615, C11 1.496, H26 1.106, H27 1.123
11 C 0.612 0.773 -0.041  C1 1.443, C3 1.487, C10 1.496, H28 1.054
12 N 1.437 -2.706 0.084  N13 1.193, H29 1.063
13 N 1.165 -1.570 0.323  C3 1.457, N12 1.193
14 H -2.468 -0.478 0.104  C4 1.094
15 H -2.367 1.200 0.489  C4 1.003
16 H 0.362 -0.263 3.751  C5 1.063
17 H 0.936 -1.136 2.343  C5 1.107
18 H 0.495 -1.219 -2.613  C6 1.089
19 H -0.736 -2.067 -1.770  C6 1.176
20 H -3.090 0.762 -1.896  C7 1.080
21 H -1.735 1.839 -1.682  C7 1.048
22 H 0.819 1.898 2.465  C8 1.054
23 H 2.355 1.250 3.031  C8 1.124
24 H -0.400 0.723 -2.835  C9 1.065
25 H -1.761 -0.480 -3.196  C9 1.084
26 H 2.313 1.885 0.470  C10 1.106
27 H 2.536 0.072 0.663  C10 1.123
28 H 0.586 1.404 -0.885  C11 1.054
29 H 1.178 -3.296 -0.761  N12 1.063

highest occupied orbital energy	-7.5	eV
frontier orbital gap	0.296	hartree
lowest unoccupied orbital energy	0.6	eV
total charge	0

---

Most stable to least stable: 1), 2)

---

1) Entry from the Open Molecules 2025 dataset: a cluster of 3 separate species, C3H14NO3 in total (ωB97M-V/def2-TZVPD).

Bonds (Å) are listed after each position.
CARTESIAN COORDINATES (ANGSTROEM)
1 C 0.436 0.755 0.568  C2 1.524, N5 1.502, H6 1.147, H7 1.207
2 C 1.219 1.618 -0.414  C1 1.524, C3 1.501, H8 1.110, H9 1.042
3 C 1.773 0.840 -1.573  C2 1.501, O4 1.485, H10 1.065, H11 1.266
4 O 1.527 -0.612 -1.766  C3 1.485, H12 0.950
5 N -0.292 -0.352 -0.140  C1 1.502, H13 1.021, H14 0.973, H15 1.081
6 H -0.227 1.437 1.210  C1 1.147
7 H 1.248 0.470 1.415  C1 1.207
8 H 0.634 2.442 -0.876  C2 1.110
9 H 1.981 2.158 0.048  C2 1.042
10 H 1.386 1.147 -2.516  C3 1.065
11 H 3.034 0.932 -1.635  C3 1.266
12 H 2.227 -1.091 -1.340  O4 0.950
13 H -1.170 -0.126 -0.609  N5 1.021
14 H -0.276 -1.087 0.497  N5 0.973
15 H 0.181 -0.578 -1.086  N5 1.081
16 H -2.009 -2.482 4.021  O18 1.037
17 H -0.699 -1.614 4.339  O18 0.917
18 O -1.363 -1.730 3.719  H16 1.037, H17 0.917
19 H -3.503 -0.520 -0.621  O21 0.924
20 H -3.330 -0.893 -2.087  O21 1.098
21 O -2.775 -0.715 -1.156  H19 0.924, H20 1.098

highest occupied orbital energy	-14.4	eV
frontier orbital gap	0.423	hartree
lowest unoccupied orbital energy	-2.9	eV
total charge	+1

---

2) Entry from the Open Molecules 2025 dataset: a cluster of 4 separate species, C3H14NO3 in total (ωB97M-V/def2-TZVPD).

Bonds (Å) are listed after each position.
CARTESIAN COORDINATES (ANGSTROEM)
1 C 0.338 -1.039 -1.253  C2 1.473, H5 1.084, H6 1.063, H7 1.089
2 C 0.124 -1.038 0.204  C1 1.473, C3 1.323, N4 1.519
3 C -0.408 -1.957 0.993  C2 1.323, H8 1.072, H9 1.079
4 N 0.163 0.345 0.829  C2 1.519, H10 1.016, H11 1.019, H12 1.018
5 H 1.154 -0.455 -1.663  C1 1.084
6 H 0.606 -2.028 -1.536  C1 1.063
7 H -0.544 -0.733 -1.816  C1 1.089
8 H -0.760 -1.643 1.956  C3 1.072
9 H -0.592 -2.983 0.715  C3 1.079
10 H -0.478 0.369 1.616  N4 1.016
11 H -0.110 1.067 0.163  N4 1.019
12 H 1.123 0.526 1.119  N4 1.018
13 H -5.026 -1.024 1.564  O15 0.963
14 H -4.993 0.306 1.015  O15 0.968
15 O -4.553 -0.545 0.875  H13 0.963, H14 0.968
16 H 2.621 2.627 1.385  O18 0.964
17 H 1.369 3.307 1.996  O18 0.957
18 O 1.776 2.460 1.817  H16 0.964, H17 0.957
19 H 2.642 0.512 -4.017  O21 0.966
20 H 3.148 1.193 -2.853  O21 0.916
21 O 2.399 0.731 -3.108  H19 0.966, H20 0.916

highest occupied orbital energy	-14.3	eV
frontier orbital gap	0.409	hartree
lowest unoccupied orbital energy	-3.1	eV
total charge	+1

---

Most stable to least stable: 2), 1)